54
Properties=species:S:1:pos:R:3:forces:R:3 method="wB97M-V/def2-TZVPD" homo_energy_ha=-0.4186 molar_mass_g_mol=504.4 total_charge=+1 orbital_gap_ev=6.69 e_tot_ha=-1814.0946
N -0.91069 6.94409 -0.53335 0.3110 -1.7259 -0.8837
S -1.31952 5.58741 -1.59466 -1.2565 1.7041 0.7333
I 0.41034 3.89051 -1.58871 3.6745 1.1254 4.6185
H -0.70017 7.78464 -1.14805 -0.1742 -1.2148 0.3667
H -0.10448 6.71553 0.08852 -0.8819 -0.0292 -0.4648
H -2.44479 4.97033 -0.95947 1.6502 0.7389 -0.2152
C 1.65172 2.79722 2.65950 0.0322 -0.1212 -0.0147
C 0.65572 3.84962 2.92161 -0.8322 0.9358 0.2269
N -0.13118 4.68109 3.12876 1.2387 -1.3107 -0.4661
H 1.17577 1.83883 2.42641 -0.0395 0.2967 0.0722
H 2.29661 3.05263 1.81202 -0.2006 0.0933 0.1660
H 2.30364 2.63285 3.52393 -0.2392 0.1917 -0.0981
C -2.34576 2.08536 -5.16063 -0.0312 -0.1224 -0.1381
C -1.50757 2.73857 -4.14131 0.3692 0.1264 0.4440
N -0.84531 3.25462 -3.33597 -4.2594 -1.1552 -4.7484
H -3.36050 1.90086 -4.79235 0.2528 0.1444 0.1571
H -2.43591 2.69832 -6.06368 0.1330 0.0488 0.2422
H -1.93173 1.11861 -5.46599 0.1153 0.2117 0.2301
C -0.58158 7.79534 -5.21366 0.0212 -0.0444 -0.2427
C -0.55589 8.28164 -3.82402 0.0296 0.4932 1.1467
N -0.53564 8.66583 -2.72609 -0.0177 -0.6691 -2.0897
H -0.71609 8.61550 -5.92684 0.0153 0.0029 0.3346
H 0.34939 7.28407 -5.48060 -0.0711 0.1675 0.2855
H -1.39910 7.08567 -5.37889 0.0590 0.1855 0.2754
C -1.93731 -0.27441 -8.93429 0.1441 -0.1894 -0.0995
C -2.93331 0.77798 -8.67217 -0.8562 0.8797 0.1881
N -3.72021 1.60946 -8.46503 1.3642 -1.3136 -0.1818
H -2.41325 -1.23281 -9.16738 -0.1135 0.2911 0.0716
H -1.29242 -0.01900 -9.78177 -0.2459 0.1464 0.1409
H -1.28539 -0.43878 -8.06986 -0.2202 0.1706 -0.0596
C 3.54992 -0.55022 4.68979 0.0531 -0.0829 0.2058
C 3.37109 -0.17159 3.27809 -0.1079 0.2708 -1.1896
N 3.22982 0.12760 2.16274 0.1918 -0.4656 1.8014
H 2.58942 -0.65378 5.20564 0.0845 0.0551 -0.2776
H 4.07492 -1.50621 4.78883 -0.0993 0.1586 -0.1924
H 4.13277 0.19717 5.23840 -0.0826 -0.0349 -0.2891
C 0.95689 -3.57733 6.44632 0.3670 0.2371 0.1896
C 2.36986 -3.53920 6.85903 1.1642 0.1997 0.2813
N 3.48620 -3.50903 7.18512 -1.7101 -0.0096 -0.5771
H 0.85254 -3.53963 5.35680 0.2367 -0.0488 0.1687
H 0.46041 -4.49198 6.78731 0.6278 0.5394 0.0850
H 0.39319 -2.73190 6.85468 0.2591 -0.0909 0.0614
C -1.07474 -6.29754 3.84092 -0.0481 -0.0317 -0.1085
C -1.04905 -5.81124 5.23056 -0.1471 0.3114 1.1657
N -1.02880 -5.42704 6.32850 -0.8124 -1.2710 -2.0485
H -1.20925 -5.47738 3.12775 0.0047 -0.0148 0.2980
H -0.14377 -6.80881 3.57399 -0.1478 0.1269 0.2806
H -1.89226 -7.00720 3.67569 0.1632 0.1532 0.2067
C 1.03945 -9.46760 1.49351 0.2298 -0.0912 -0.0419
C -0.35495 -9.01522 1.63231 -1.2346 0.3425 0.0740
N -1.45662 -8.65778 1.74202 1.8701 -0.5726 -0.1939
H 1.11207 -10.56035 1.49307 -0.2475 0.2069 0.0323
H 1.48863 -9.11325 0.55969 -0.2924 0.0327 0.1271
H 1.66686 -9.10207 2.31327 -0.2930 0.0214 -0.0562



48
Properties=species:S:1:pos:R:3:forces:R:3 method="wB97M-V/def2-TZVPD" homo_energy_ha=-0.3939 molar_mass_g_mol=295.4 total_charge=+1 orbital_gap_ev=8.40 e_tot_ha=-960.3738
C 2.01806 3.88905 3.76681 -4.7907 1.4885 -2.5765
H 1.51669 4.73953 3.09714 1.1485 -1.4432 1.8733
O 2.68282 3.08964 2.70725 -1.2758 1.5912 4.4958
C 3.27746 2.05190 3.48064 -2.7696 1.0938 2.8976
C 4.13905 1.50473 2.58415 7.6061 -7.9468 -2.2673
H 4.77296 0.50921 3.16320 -2.2668 2.3374 -1.4276
H 5.11951 1.97989 2.42258 -0.8388 0.9618 -0.5110
O 3.64827 0.90599 1.34016 0.2862 -0.7305 3.1225
C 3.48817 1.81053 0.29510 -7.6037 -1.5889 2.8971
C 2.33817 1.08044 -0.55281 4.5218 2.2303 -3.3564
O 2.89614 -0.28339 -1.00150 -3.4367 3.0809 -0.6651
H 3.43460 -0.45916 -0.26796 1.5849 -1.0020 1.9059
H 2.16741 1.75918 -1.43100 0.6661 -1.1440 -0.0391
C 1.08257 1.00584 0.11237 -0.3579 0.1540 6.4611
N 0.16619 0.12881 -0.48192 4.5121 -10.0596 2.1753
C -0.64576 -0.73309 0.61190 -4.1255 2.6235 -5.4762
H -0.25888 -1.05509 1.49055 2.5081 -0.5645 2.2236
C -1.37592 -1.87195 -0.12540 5.4621 1.3025 -6.2559
N -2.15265 -1.34372 -1.51549 6.8877 2.0348 5.7306
C -3.15014 -2.16304 -1.78637 3.0893 1.7098 -7.8792
C -3.32136 -2.43866 -3.13893 0.1114 -2.8537 1.6473
C -4.27237 -3.31756 -3.48044 -3.7094 0.7158 0.6123
C -5.41235 -3.52261 -2.70993 -0.3542 -0.6770 4.1202
C -5.28321 -3.11410 -1.27968 -3.9329 1.4593 -3.7876
C -4.24817 -2.12705 -1.17633 -7.9764 -3.6547 11.7518
H -4.28569 -1.95277 0.01464 0.6491 0.9424 -2.4746
H -6.33699 -3.11700 -0.51932 3.7110 -0.0740 -2.3261
H -6.31745 -4.01634 -3.12923 0.9691 0.1216 0.5590
H -4.45304 -3.63107 -4.43276 0.4421 -0.7832 -2.8520
H -2.55340 -2.45619 -3.77720 3.1558 0.8077 -2.3940
C -1.18491 -0.69958 -2.42286 -0.3925 -2.2971 0.0732
H -1.83451 -0.21396 -3.18117 0.9134 -0.5310 -0.1910
C -0.53959 0.43427 -1.66465 -3.8497 1.8786 1.8424
H 0.07736 1.01818 -2.22244 1.8944 1.3953 -2.0931
H -1.31535 1.22015 -1.23340 0.7364 -1.5814 -1.3275
H -0.35795 -1.50494 -2.84289 -1.8547 2.1473 0.6267
H -2.14318 -2.20132 0.36613 -3.9971 -2.2462 3.2938
H -0.53939 -2.79631 -0.41782 -2.4931 2.5148 0.7159
H -1.41867 0.03758 0.81208 0.1458 -0.5396 0.4647
H 1.11431 -0.72489 -0.77269 -2.8033 2.1855 0.2622
H 0.47791 1.87814 0.22096 0.6319 1.6757 0.2565
H 1.44018 0.65887 1.33259 -1.6352 0.6508 -3.5125
H 3.17463 2.71170 0.79487 -0.4753 0.7916 -0.9596
H 4.35619 1.87349 -0.07904 6.1259 0.8763 -4.1540
H 4.01038 2.46464 4.34512 -2.2280 -0.9389 -1.3837
H 2.40481 1.29452 3.79431 1.9925 1.6465 -0.0206
H 2.56696 4.32705 4.60437 0.7705 -0.3787 -0.6077
H 1.03015 3.37044 4.28636 2.6451 0.6174 -1.4703